# C19H21N7OSSe2Zn

A structure of composition C19H21N7OSSe2Zn in a non-equilibrium geometry (ωB97M-V/def2-TZVPD, OMol25).

Output
E = -8174.98967 hartree
net charge = +2
orbital gap = 8.14 eV
max |F| = 2.39 eV/A
energy above the lowest of the compared OMol25 structures with the same formula, charge and spin = 0.0 kJ/mol

Structure (XYZ):
```
52
Properties=species:S:1:pos:R:3:forces:R:3
Se -1.598 1.153 1.773 1.182 0.415 -0.196
Se -0.626 -0.003 3.602 -0.264 0.850 -0.216
Zn 0.723 -0.781 0.630 -0.032 0.073 -0.051
S -0.002 -0.976 -2.662 -1.287 0.036 0.359
O 0.134 -1.355 -1.167 0.107 -0.261 -0.522
N 4.679 -2.203 1.017 0.796 -0.130 -0.576
N 2.666 -1.397 0.970 -1.164 -0.313 0.856
N 2.999 -1.544 2.236 -0.784 1.252 0.121
N 4.215 -1.952 2.212 -0.566 -0.876 -0.942
N 4.887 -2.216 3.311 0.661 0.318 2.278
N -0.318 -2.064 1.809 -0.953 -0.423 -1.520
N 1.030 1.213 0.551 -0.848 0.816 0.459
C -2.842 1.676 -1.686 -0.394 1.082 -0.429
C -2.097 0.507 -1.760 -0.803 0.738 -0.022
C -1.035 -4.297 2.025 -1.705 -0.300 1.201
C -3.369 4.051 -2.287 -0.751 -0.070 -0.964
C -0.508 -3.297 1.274 1.782 0.491 0.509
C -0.954 -1.746 2.928 0.529 -0.098 0.768
C -1.665 -2.663 3.684 -0.903 -1.519 0.252
C -1.739 -3.992 3.206 1.464 1.498 -0.683
C 0.082 3.367 0.849 0.134 0.981 0.175
C 2.333 3.196 0.034 -1.328 -0.917 0.699
C -1.486 2.719 -3.427 -0.712 0.754 0.771
C 2.123 1.828 0.129 1.390 -0.789 -0.110
C 1.266 3.982 0.372 -1.007 0.122 0.710
C 0.034 2.015 0.972 -1.179 -1.377 0.187
C -1.071 0.456 -2.670 1.545 1.213 -0.953
C 3.681 -1.846 0.260 0.734 -0.724 -1.147
C -1.326 -2.047 -3.260 -0.461 -1.280 -0.032
C -0.717 1.577 -3.521 0.164 -1.073 1.580
C -2.590 2.793 -2.485 1.848 -0.472 -0.862
H 3.680 -2.077 -0.779 -0.092 0.433 -0.640
H 1.366 5.055 0.418 -0.132 0.150 -0.179
H 3.294 3.593 -0.115 1.000 0.341 -0.603
H 0.264 1.592 -4.039 -0.993 -0.227 0.034
H -2.833 4.945 -2.603 0.027 -0.093 0.092
H -2.244 -4.789 3.704 -0.273 -0.159 0.550
H -2.402 -0.268 -1.077 0.411 -0.466 -0.091
H 0.002 -3.498 0.339 -0.153 0.086 -0.048
H -0.996 -5.328 1.762 -0.001 -0.476 -0.709
H -2.161 -2.437 4.644 0.360 0.282 -0.776
H -1.160 3.624 -3.984 -0.503 -0.736 0.391
H 2.932 1.138 -0.043 0.364 0.009 -0.383
H -3.681 1.809 -1.009 0.151 -0.471 0.187
H -1.032 -3.094 -3.379 0.562 0.190 0.135
H -4.295 3.997 -2.893 0.409 0.099 0.071
H -0.768 3.918 1.245 0.333 0.231 -0.249
H -1.630 -1.728 -4.268 0.053 0.293 0.501
H -2.178 -2.088 -2.544 0.598 0.577 -0.494
H 5.559 -1.483 3.484 0.338 -0.528 0.353
H 5.105 -3.190 3.496 0.216 0.373 -0.320
H -3.730 4.155 -1.277 0.131 0.075 0.478
```
Forces are in eV/Å.

Here are the Löwdin charges for atoms 1 to 2, given in e:
1 Se 0.709
2 Se 0.759


# C12H18N2OS

An isolated molecule of C12H18N2OS (ωB97M-V/def2-TZVPD, OMol25).

Output
SMILES = COCCCNC(=S)Nc1ccc(C)cc1
E = -1050.99655 hartree
orbital gap = 8.58 eV
max |F| = 0.77 eV/A
energy above the lowest of the compared OMol25 structures with the same formula, charge and spin = 60.1 kJ/mol

Structure (XYZ):
```
34
Properties=species:S:1:pos:R:3:forces:R:3
S 1.822 -1.684 -2.576 0.524 -0.177 -0.541
O 3.021 -0.142 0.380 -0.080 0.024 -0.090
N -0.109 -0.072 -1.971 0.039 0.176 -0.185
N 0.419 -1.641 -0.332 -0.304 0.531 0.026
C 1.867 -1.939 1.647 0.078 0.349 -0.370
C 0.662 -1.112 -1.548 -0.053 -0.148 -0.060
C -3.289 1.950 -0.115 -0.028 -0.063 -0.008
C -4.402 2.699 0.553 0.042 0.042 0.024
C -1.171 0.573 -1.335 -0.358 0.148 0.350
C -1.287 1.958 -1.461 0.070 -0.124 0.034
C 2.287 -0.463 1.532 -0.142 -0.106 0.254
C -3.186 0.570 -0.018 0.009 0.180 0.027
C 1.356 -2.518 0.324 0.298 -0.388 0.272
C 4.335 -0.642 0.357 -0.001 0.011 -0.019
C -2.149 -0.119 -0.623 0.136 -0.019 -0.147
C -2.330 2.630 -0.859 -0.058 -0.130 -0.009
H -2.129 -1.197 -0.580 0.021 -0.081 -0.013
H 2.182 -2.671 -0.376 -0.171 -0.028 0.170
H 1.090 -2.003 2.412 0.036 -0.016 0.117
H -4.870 3.391 -0.144 -0.090 0.051 0.008
H 0.252 0.373 -2.805 -0.009 -0.241 0.111
H -3.935 0.016 0.529 -0.085 -0.041 0.047
H -2.402 3.703 -0.964 0.001 0.119 -0.023
H 1.399 0.174 1.477 0.076 -0.060 0.098
H -5.159 2.016 0.931 -0.080 0.007 0.039
H -4.014 3.281 1.389 -0.064 0.048 0.069
H 0.880 -3.488 0.512 0.127 0.053 -0.066
H 4.361 -1.736 0.328 0.015 -0.022 -0.014
H 2.710 -2.546 1.979 -0.047 -0.079 0.066
H -0.206 -1.127 0.275 -0.004 -0.017 -0.092
H -0.549 2.499 -2.034 0.108 0.057 -0.030
H 4.903 -0.295 1.229 0.005 -0.013 -0.017
H 2.851 -0.183 2.437 -0.093 0.031 -0.063
H 4.788 -0.255 -0.553 0.082 -0.074 0.035
```
Forces are in eV/Å.

Here are the Löwdin charges for atoms 1 to 2, given in e:
1 S 0.641
2 O -0.205


# C16H15F18N5O18S6Zn2

A structure of composition C16H15F18N5O18S6Zn2 in a non-equilibrium geometry (ωB97M-V/def2-TZVPD, OMol25).

Output
E = -9992.41298 hartree
net charge = -2
orbital gap = 5.92 eV
max |F| = 3.81 eV/A

Structure (XYZ):
```
80
Properties=species:S:1:pos:R:3:forces:R:3
Zn -1.944 -2.073 1.174 1.174 -0.392 0.476
Zn -2.363 2.756 0.044 1.764 0.206 1.371
S -0.557 5.594 0.630 0.403 2.058 -3.177
S -0.027 -2.725 4.019 1.656 -1.085 0.804
S 2.055 4.244 -3.448 0.656 1.683 0.656
S -3.717 0.616 2.240 -2.385 -0.804 -1.975
S -0.396 0.261 -0.684 -1.397 -1.668 -1.539
S -0.026 -4.690 -0.178 -0.548 -0.470 1.071
F 2.003 0.010 -1.771 0.190 0.557 0.509
F 1.727 -5.137 -2.116 0.489 -0.119 0.245
F -4.607 0.216 4.642 0.060 -0.340 0.131
F 1.984 1.251 -0.016 0.190 -0.129 0.354
F 0.550 2.077 -3.524 -0.132 -0.400 -0.281
F -2.241 -3.123 5.477 -0.836 0.190 -0.091
F -2.493 0.797 4.582 -0.267 -0.585 -0.125
F -0.426 -3.139 6.584 0.205 0.200 0.459
F 1.135 -3.089 -1.973 0.269 0.356 0.255
F 2.530 1.778 -4.429 -0.125 -0.141 0.462
F 1.074 2.862 -5.528 -0.810 -0.217 0.174
F -4.002 2.256 4.278 -0.440 0.071 -0.301
F 1.635 6.364 2.017 0.236 0.770 -0.224
F 1.856 -0.935 0.127 -0.102 0.176 0.495
F 0.541 4.695 2.792 0.286 -0.175 0.295
F 1.787 4.454 1.035 0.499 -0.248 -0.181
F 2.482 -3.913 -0.465 0.580 0.180 -0.158
F -1.189 -1.237 5.850 -0.485 0.153 0.479
O -1.356 6.533 1.356 -0.211 -0.326 1.080
O -3.092 -0.690 2.102 -0.288 0.517 0.775
O 2.792 4.942 -4.509 -0.709 -0.927 0.512
O -0.841 -0.680 0.326 0.835 0.649 -0.275
O -0.638 -3.374 0.219 0.400 -1.166 -0.876
O -2.970 1.669 1.541 0.356 0.669 0.332
O -5.119 0.658 1.846 1.251 -0.073 0.919
O 2.887 3.795 -2.337 -0.290 -0.497 -0.650
O 1.122 -1.862 4.288 -1.227 -0.318 -0.304
O -0.859 1.600 -0.334 0.683 0.829 -0.354
O 0.539 -5.381 0.957 0.060 0.403 -0.793
O -0.764 -0.080 -2.062 0.811 0.146 1.508
O -0.860 -2.208 2.919 -0.692 -0.068 -0.005
O -0.835 -5.515 -1.068 0.294 1.166 0.253
O 0.257 -4.154 3.991 -0.698 1.516 -0.199
O -1.221 4.268 0.440 -0.460 -0.838 0.648
O -0.076 6.076 -0.648 0.035 -0.513 1.448
O 0.835 4.907 -2.998 0.415 -1.037 -1.065
N 0.344 -3.089 -4.821 -0.090 0.012 -0.385
N 3.476 -3.778 5.268 0.153 0.062 -0.041
N -4.270 1.789 -5.810 -0.094 -0.119 -0.047
N -3.124 -2.101 -0.542 -0.336 -0.253 0.249
N 0.011 1.475 2.637 -0.449 -0.196 -0.116
C 1.514 0.143 -0.548 -0.956 0.579 -0.398
C -2.831 -2.509 -1.570 0.410 -0.594 -0.886
C 1.452 -4.166 -1.246 -1.873 -0.360 0.251
C -1.879 1.152 -4.992 0.070 -0.830 -0.729
C 3.685 -2.580 2.988 -0.571 0.061 -1.041
C -2.416 -2.979 -2.891 -0.100 0.776 -0.437
C 1.408 -0.766 -4.225 0.950 -1.135 -1.196
C 1.117 1.556 2.914 0.640 0.428 0.259
C 0.809 -2.059 -4.614 -0.099 0.588 1.036
C -1.063 -2.531 5.591 1.367 -0.374 -1.581
C 1.505 2.635 -4.276 1.353 1.801 0.097
C 0.989 5.283 1.665 -2.012 -1.149 0.024
C 2.526 1.792 3.283 -1.011 -0.193 -0.222
C 3.517 -3.228 4.261 -0.123 -0.403 0.570
C -3.698 0.973 4.061 0.984 1.048 -0.103
C -3.224 1.482 -5.451 0.122 0.361 0.355
H -1.863 0.129 -4.615 -0.124 0.135 0.370
H -1.420 -3.417 -2.933 -0.039 -0.173 0.554
H -2.344 -2.093 -3.527 -0.049 0.071 0.062
H 2.005 -0.818 -3.317 -0.635 -0.633 -0.532
H 2.773 -2.504 2.400 -0.473 -0.273 0.440
H 2.987 0.818 3.417 0.294 0.087 0.061
H -1.247 1.090 -5.882 0.154 0.384 0.103
H 2.529 2.368 4.206 0.156 -0.091 0.056
H 4.314 -3.208 2.354 0.559 0.482 0.175
H -3.133 -3.643 -3.366 -0.100 -0.154 0.351
H 2.981 2.376 2.488 0.216 -0.100 -0.022
H 3.966 -1.538 3.118 0.655 -0.140 -0.046
H 2.176 -0.615 -4.991 -0.312 0.569 -0.145
H 0.705 0.055 -4.157 -0.046 -0.287 -0.123
H -1.451 1.835 -4.265 -0.281 0.050 -0.103
```
Forces are in eV/Å.

Here are the Löwdin charges for atoms 1 to 2, given in e:
1 Zn 0.685
2 Zn 0.988